# C67H130BN7O13

8 unconnected molecules or ions with the total composition C67H130BN7O13 (the ωB97M-V functional and the def2-TZVPD basis, OMol25).

Last columns: bonded neighbours and bond lengths (Å).
Element x y z (Å)
1 C 1.692 4.951 1.761  C2 1.553, H11 1.083, H12 1.075, H13 1.060
2 C 3.054 4.594 2.419  C1 1.553, C3 1.496, H14 1.120, H15 1.106
3 C 2.972 4.079 3.821  C2 1.496, C4 1.599, H16 1.099, H17 1.075
4 C 4.374 3.462 4.282  C3 1.599, N5 1.497, H18 1.103, H19 1.094
5 N 4.360 2.942 5.686  C4 1.497, C6 1.507, C9 1.498, C10 1.505
6 C 4.233 3.956 6.793  N5 1.507, C7 1.511, H20 1.116, H21 1.115
7 C 4.884 3.392 8.033  C6 1.511, C8 1.584, H22 1.079, H23 1.094
8 C 5.895 2.318 7.455  C7 1.584, C9 1.490, H24 1.107, H25 1.092
9 C 5.715 2.372 5.977  N5 1.498, C8 1.490, H26 1.132, H27 1.096
10 C 3.305 1.883 5.857  N5 1.505, H28 1.069, H29 1.076, H30 1.070
11 H 1.857 5.245 0.732  C1 1.083
12 H 1.229 5.781 2.263  C1 1.075
13 H 1.042 4.114 1.781  C1 1.060
14 H 3.713 5.482 2.243  C2 1.120
15 H 3.491 3.784 1.806  C2 1.106
16 H 2.214 3.284 3.868  C3 1.099
17 H 2.554 4.795 4.504  C3 1.075
18 H 5.198 4.170 4.092  C4 1.103
19 H 4.690 2.593 3.697  C4 1.094
20 H 3.157 4.196 6.969  C6 1.116
21 H 4.697 4.892 6.403  C6 1.115
22 H 4.173 2.990 8.738  C7 1.079
23 H 5.270 4.240 8.606  C7 1.094
24 H 5.604 1.344 7.891  C8 1.107
25 H 6.909 2.405 7.851  C8 1.092
26 H 5.701 1.350 5.489  C9 1.132
27 H 6.397 2.985 5.377  C9 1.096
28 H 3.367 1.149 5.082  C10 1.069
29 H 2.358 2.380 5.971  C10 1.076
30 H 3.597 1.383 6.757  C10 1.070
31 C -7.761 4.371 1.256  C32 1.538, H41 1.093, H42 1.075, H43 1.110
32 C -7.178 4.359 -0.167  C31 1.538, C33 1.535, H44 1.132, H45 1.080
33 C -5.684 4.007 -0.176  C32 1.535, C34 1.559, H46 1.086, H47 1.128
34 C -5.068 3.791 -1.592  C33 1.559, N35 1.499, H48 1.099, H49 1.100
35 N -3.582 3.790 -1.786  C34 1.499, C36 1.515, C39 1.549, C40 1.572
36 C -2.798 2.829 -0.916  N35 1.515, C37 1.518, H50 1.097, H51 1.050
37 C -2.411 3.643 0.307  C36 1.518, C38 1.525, H52 1.113, H53 1.098
38 C -2.078 5.005 -0.293  C37 1.525, C39 1.513, H54 1.090, H55 1.100
39 C -2.933 5.173 -1.531  N35 1.549, C38 1.513, H56 1.120, H57 1.114
40 C -3.318 3.319 -3.263  N35 1.572, H58 1.115, H59 1.093, H60 1.076
41 H -7.747 3.415 1.787  C31 1.093
42 H -8.766 4.750 1.254  C31 1.075
43 H -7.098 5.006 1.880  C31 1.110
44 H -7.487 5.292 -0.730  C32 1.132
45 H -7.716 3.618 -0.739  C32 1.080
46 H -5.633 3.141 0.478  C33 1.086
47 H -5.166 4.899 0.281  C33 1.128
48 H -5.390 4.639 -2.211  C34 1.099
49 H -5.411 2.797 -1.918  C34 1.100
50 H -2.009 2.494 -1.601  C36 1.097
51 H -3.446 2.044 -0.658  C36 1.050
52 H -1.626 3.085 0.865  C37 1.113
53 H -3.264 3.708 0.994  C37 1.098
54 H -1.048 5.054 -0.645  C38 1.090
55 H -2.232 5.786 0.465  C38 1.100
56 H -2.446 5.554 -2.465  C39 1.120
57 H -3.820 5.788 -1.256  C39 1.114
58 H -3.750 2.305 -3.429  C40 1.115
59 H -2.227 3.286 -3.330  C40 1.093
60 H -3.686 4.063 -3.947  C40 1.076
61 O 3.050 1.249 2.708  C62 1.191
62 C 2.011 0.951 2.208  O61 1.191, O63 1.275, C66 1.576
63 O 1.747 0.519 1.037  C62 1.275, B64 1.456
64 B 0.318 0.284 0.892  O63 1.456, O65 1.411, O68 1.449, O72 1.528
65 O -0.291 0.639 2.114  B64 1.411, C66 1.381
66 C 0.675 0.966 3.045  C62 1.576, O65 1.381, O67 1.160
67 O 0.564 1.114 4.190  C66 1.160
68 O 0.020 -1.035 0.372  B64 1.449, C69 1.361
69 C -0.309 -1.001 -0.949  O68 1.361, O70 1.176, C71 1.567
70 O -0.535 -1.891 -1.684  C69 1.176
71 C -0.410 0.520 -1.312  C69 1.567, O72 1.330, O73 1.217
72 O -0.215 1.217 -0.196  B64 1.528, C71 1.330
73 O -0.581 0.959 -2.434  C71 1.217
74 C -4.498 -0.702 -3.357  C75 1.497, H85 1.087, H86 1.076, H87 1.101
75 C -5.132 -1.356 -2.169  C74 1.497, C76 1.535, N80 1.435, C84 1.558
76 C -4.531 -2.755 -1.968  C75 1.535, C77 1.448, H88 1.081, H89 1.100
77 C -4.826 -3.361 -0.686  C76 1.448, C78 1.519, H90 1.082, H91 1.095
78 C -4.250 -2.528 0.446  C77 1.519, C79 1.528, H92 1.083, H93 1.101
79 C -4.568 -1.034 0.438  C78 1.528, N80 1.481, C82 1.579, C83 1.503
80 N -4.816 -0.638 -0.967  C75 1.435, C79 1.481, O81 1.498
81 O -5.163 0.813 -1.095  N80 1.498
82 C -5.922 -0.626 1.140  C79 1.579, H94 1.104, H95 1.073, H96 1.100
83 C -3.550 -0.183 1.145  C79 1.503, H97 1.114, H98 1.120, H99 1.086
84 C -6.676 -1.403 -2.370  C75 1.558, H100 1.065, H101 1.085, H102 1.050
85 H -5.171 -0.021 -3.870  C74 1.087
86 H -4.334 -1.485 -4.077  C74 1.076
87 H -3.553 -0.229 -3.047  C74 1.101
88 H -5.031 -3.360 -2.711  C76 1.081
89 H -3.451 -2.797 -2.170  C76 1.100
90 H -4.628 -4.420 -0.592  C77 1.082
91 H -5.888 -3.107 -0.600  C77 1.095
92 H -3.215 -2.724 0.692  C78 1.083
93 H -4.706 -3.012 1.324  C78 1.101
94 H -6.086 0.444 0.920  C82 1.104
95 H -6.711 -1.274 0.810  C82 1.073
96 H -5.762 -0.711 2.225  C82 1.100
97 H -2.557 -0.169 0.642  C83 1.114
98 H -4.072 0.799 1.274  C83 1.120
99 H -3.461 -0.631 2.130  C83 1.086
100 H -7.308 -1.323 -1.516  C84 1.065
101 H -7.098 -2.235 -2.923  C84 1.085
102 H -6.906 -0.459 -2.769  C84 1.050
103 C -2.377 -5.064 5.210  C104 1.549, H114 1.087, H115 1.060, H116 1.101
104 C -1.499 -5.972 4.314  C103 1.549, C105 1.492, N109 1.471, C113 1.587
105 C -2.361 -6.510 3.221  C104 1.492, C106 1.568, H117 1.116, H118 1.117
106 C -2.668 -5.427 2.129  C105 1.568, C107 1.601, H119 1.064, H120 1.076
107 C -1.274 -4.869 1.574  C106 1.601, C108 1.504, H121 1.087, H122 1.131
108 C -0.435 -4.191 2.622  C107 1.504, N109 1.511, C111 1.536, C112 1.546
109 N -0.380 -5.214 3.733  C104 1.471, C108 1.511, O110 1.235
110 O 0.368 -4.772 4.611  N109 1.235
111 C 0.950 -4.018 1.979  C108 1.536, H123 1.099, H124 1.098, H125 1.083
112 C -1.058 -2.845 3.056  C108 1.546, H126 1.100, H127 1.110, H128 1.082
113 C -0.950 -7.113 5.271  C104 1.587, H129 1.129, H130 1.075, H131 1.071
114 H -1.829 -4.256 5.689  C103 1.087
115 H -2.771 -5.768 5.897  C103 1.060
116 H -3.128 -4.556 4.586  C103 1.101
117 H -1.796 -7.382 2.816  C105 1.116
118 H -3.276 -7.002 3.633  C105 1.117
119 H -3.285 -4.630 2.468  C106 1.064
120 H -3.165 -5.954 1.334  C106 1.076
121 H -1.468 -4.207 0.734  C107 1.087
122 H -0.704 -5.770 1.196  C107 1.131
123 H 1.151 -4.856 1.296  C111 1.099
124 H 0.906 -3.116 1.355  C111 1.098
125 H 1.586 -3.950 2.853  C111 1.083
126 H -0.800 -2.208 2.198  C112 1.100
127 H -2.154 -2.844 3.232  C112 1.110
128 H -0.585 -2.561 3.987  C112 1.082
129 H -0.417 -7.871 4.626  C113 1.129
130 H -1.764 -7.468 5.877  C113 1.075
131 H -0.234 -6.604 5.884  C113 1.071
132 C 4.194 4.119 -4.428  C133 1.551, H143 1.062, H144 1.076, H145 1.086
133 C 4.904 2.908 -3.768  C132 1.551, C134 1.519, N138 1.501, C142 1.594
134 C 4.563 2.717 -2.300  C133 1.519, C135 1.557, H146 1.085, H147 1.090
135 C 3.107 2.213 -2.079  C134 1.557, C136 1.509, H148 1.098, H149 1.075
136 C 2.933 0.897 -2.797  C135 1.509, C137 1.605, H150 1.063, H151 1.072
137 C 3.147 1.053 -4.380  C136 1.605, N138 1.454, C140 1.567, C141 1.544
138 N 4.385 1.780 -4.611  C133 1.501, C137 1.454, O139 1.263
139 O 4.896 1.681 -5.763  N138 1.263
140 C 3.069 -0.387 -4.995  C137 1.567, H152 1.092, H153 1.072, H154 1.100
141 C 2.001 1.876 -5.006  C137 1.544, H155 1.103, H156 1.083, H157 1.084
142 C 6.482 3.097 -3.888  C133 1.594, H158 1.112, H159 1.049, H160 1.095
143 H 3.160 4.024 -4.207  C132 1.062
144 H 4.453 4.042 -5.470  C132 1.076
145 H 4.588 5.041 -4.011  C132 1.086
146 H 5.212 2.015 -1.786  C134 1.085
147 H 4.817 3.696 -1.896  C134 1.090
148 H 2.336 2.954 -2.325  C135 1.098
149 H 3.011 1.906 -1.053  C135 1.075
150 H 2.042 0.318 -2.812  C136 1.063
151 H 3.657 0.183 -2.458  C136 1.072
152 H 2.024 -0.695 -4.919  C140 1.092
153 H 3.245 -0.405 -6.052  C140 1.072
154 H 3.611 -1.215 -4.516  C140 1.100
155 H 1.780 2.738 -4.355  C141 1.103
156 H 2.385 2.296 -5.927  C141 1.083
157 H 1.131 1.248 -5.155  C141 1.084
158 H 7.079 2.299 -3.396  C142 1.112
159 H 6.714 3.967 -3.351  C142 1.049
160 H 6.674 3.086 -4.965  C142 1.095
161 C 7.217 -1.716 3.255  C162 1.582, H172 1.094, H173 1.082, H174 1.094
162 C 5.686 -2.114 3.249  C161 1.582, C163 1.508, N167 1.478, C171 1.550
163 C 5.632 -3.613 3.093  C162 1.508, C164 1.497, H175 1.088, H176 1.110
164 C 4.355 -4.286 3.490  C163 1.497, C165 1.483, H177 1.073, H178 1.100
165 C 3.836 -3.872 4.816  C164 1.483, C166 1.523, H179 1.110, H180 1.125
166 C 3.723 -2.369 5.041  C165 1.523, N167 1.511, C169 1.527, C170 1.646
167 N 5.029 -1.801 4.535  C162 1.478, C166 1.511, O168 1.350
168 O 5.313 -0.561 4.987  N167 1.350
169 C 2.495 -1.761 4.369  C166 1.527, H181 1.093, H182 1.091, H183 1.082
170 C 3.555 -2.030 6.643  C166 1.646, H184 1.088, H185 1.101, H186 1.104
171 C 5.134 -1.268 2.073  C162 1.550, H187 1.096, H188 1.101, H189 1.083
172 H 7.187 -0.639 3.064  C161 1.094
173 H 7.623 -2.194 2.374  C161 1.082
174 H 7.753 -1.972 4.175  C161 1.094
175 H 5.990 -3.940 2.119  C163 1.088
176 H 6.432 -3.931 3.795  C163 1.110
177 H 4.522 -5.345 3.437  C164 1.073
178 H 3.533 -4.103 2.782  C164 1.100
179 H 4.467 -4.387 5.569  C165 1.110
180 H 2.888 -4.439 5.027  C165 1.125
181 H 2.572 -0.674 4.454  C169 1.093
182 H 2.517 -2.007 3.306  C169 1.091
183 H 1.554 -2.046 4.820  C169 1.082
184 H 3.864 -1.001 6.812  C170 1.088
185 H 2.491 -2.273 6.791  C170 1.101
186 H 4.157 -2.647 7.334  C170 1.104
187 H 4.145 -1.632 1.771  C171 1.096
188 H 5.828 -1.215 1.219  C171 1.101
189 H 5.024 -0.323 2.590  C171 1.083
190 C -2.786 -2.720 -6.288  C191 1.589, H201 1.092, H202 1.062, H203 1.084
191 C -1.717 -1.545 -6.270  C190 1.589, C192 1.487, N196 1.463, C200 1.546
192 C -0.548 -2.034 -7.048  C191 1.487, C193 1.523, H204 1.112, H205 1.083
193 C -0.748 -1.921 -8.553  C192 1.523, C194 1.502, H206 1.089, H207 1.104
194 C -1.252 -0.592 -9.041  C193 1.502, C195 1.559, H208 1.089, H209 1.118
195 C -2.523 -0.029 -8.336  C194 1.559, N196 1.469, C198 1.503, C199 1.560
196 N -2.354 -0.403 -6.926  C191 1.463, C195 1.469, O197 1.416
197 O -3.322 0.220 -6.102  N196 1.416
198 C -2.669 1.454 -8.529  C195 1.503, H210 1.080, H211 1.091, H212 1.086
199 C -3.689 -0.875 -8.935  C195 1.560, H213 1.101, H214 1.078, H215 1.086
200 C -1.186 -1.191 -4.862  C191 1.546, H216 1.103, H217 1.097, H218 1.106
201 H -3.806 -2.353 -6.149  C190 1.092
202 H -2.704 -3.398 -5.475  C190 1.062
203 H -2.699 -3.275 -7.215  C190 1.084
204 H 0.309 -1.354 -6.849  C192 1.112
205 H -0.274 -3.019 -6.692  C192 1.083
206 H -1.372 -2.704 -8.983  C193 1.089
207 H 0.239 -2.041 -9.032  C193 1.104
208 H -1.390 -0.685 -10.117  C194 1.089
209 H -0.326 0.031 -8.972  C194 1.118
210 H -3.670 1.768 -8.275  C198 1.080
211 H -1.832 1.857 -7.956  C198 1.091
212 H -2.399 1.580 -9.574  C198 1.086
213 H -3.773 -0.634 -10.005  C199 1.101
214 H -3.468 -1.917 -8.764  C199 1.078
215 H -4.575 -0.610 -8.366  C199 1.086
216 H -2.072 -0.771 -4.357  C200 1.103
217 H -0.351 -0.486 -4.946  C200 1.097
218 H -0.842 -2.173 -4.488  C200 1.106

E_HOMO (spin up / spin down) ... -0.320 / -0.383 hartree
Orbital gap (spin up / spin down) ... 7.33 / 8.11 eV
Total charge ... +1
Multiplicity ... 6

***

# C3HS2

2 unconnected molecules or ions with the total composition C3HS2 (the ωB97M-V functional and the def2-TZVPD basis, OMol25).

Last columns: bonded neighbours and bond lengths (Å).
Element x y z (Å)
1 C -0.579 -0.349 0.007  C2 1.264, H6 1.068
2 C 0.263 -1.291 -0.009  C1 1.264, S4 1.612
3 C -0.559 1.775 0.046  S5 1.576
4 S 1.620 -2.160 -0.006  C2 1.612
5 S 0.902 2.361 -0.023  C3 1.576
6 H -1.646 -0.337 -0.015  C1 1.068

E_HOMO ... -0.115 hartree
Orbital gap ... 6.69 eV
Energy relative to the best compared isomer or geometry (same formula, charge and spin) ... 44.5 kcal/mol
Total charge ... -1

***

# C2H7S3

2 unconnected molecules or ions with the total composition C2H7S3 (the ωB97M-V functional and the def2-TZVPD basis, OMol25).

Last columns: bonded neighbours and bond lengths (Å).
Element x y z (Å)
1 C -1.493 -0.913 1.079  S2 1.918, H3 1.102, H4 1.047, H5 1.042
2 S -2.853 -0.501 2.368  C1 1.918, H12 1.300
3 H -1.217 -1.954 1.317  C1 1.102
4 H -1.995 -1.157 0.193  C1 1.047
5 H -0.854 -0.091 1.101  C1 1.042
6 C 2.458 1.309 -1.279  S7 1.794, H9 1.126, H10 1.098, H11 1.072
7 S 0.856 0.713 -0.737  C6 1.794, S8 2.063
8 S 0.573 -1.078 -1.722  S7 2.063
9 H 3.171 0.439 -1.233  C6 1.126
10 H 2.865 2.049 -0.578  C6 1.098
11 H 2.489 1.725 -2.266  C6 1.072
12 H -3.999 -0.542 1.756  S2 1.300

E_HOMO ... -0.084 hartree
Orbital gap ... 5.39 eV
Energy relative to the best compared isomer or geometry (same formula, charge and spin) ... 21.3 kcal/mol
Total charge ... -1

***

| no. | E_tot (hartree) | strongest force on any atom (eV/Å) |
| --- | --- | --- |
| 1 | -4016.68994 | 7.62 |
| 2 | -911.19058 | 1.39 |
| 3 | -1274.97732 | 4.10 |